(1)
{"formula": "C6H10N2", "method": "ωB97M-V/def2-TZVPD", "total_charge": 0, "fmax_ha_per_bohr": 0.0751, "e_above_lowest_ev": 7.663, "homo_lumo_gap_ev": 7.37, "e_tot_ha": -343.8551, "species": ["C", "C", "C", "C", "C", "C", "N", "N", "H", "H", "H", "H", "H", "H", "H", "H", "H", "H"], "xyz": [[-0.34093, -0.40515, -0.00041], [-0.93438, 0.09434, -1.29152], [0.89430, -0.04535, 0.43364], [0.64364, -2.28390, -0.68348], [-0.42033, 1.55655, 1.26755], [-0.61320, 2.75782, 0.75532], [2.05840, 0.16138, 0.67013], [0.74444, -3.34989, -0.02830], [-0.97003, -0.90676, 0.72248], [2.74515, -0.54360, 0.41491], [0.54158, -3.24242, 0.97191], [0.85678, -2.33136, -1.76515], [-0.54989, 1.31932, 2.32212], [-1.28745, -0.75236, -1.88031], [-0.20095, 0.63899, -1.88385], [-1.77358, 0.75424, -1.07699], [-0.47107, 2.96281, -0.30401], [-0.92248, 3.61532, 1.35598]], "atomic_forces_ev_per_a": [[0.697, -3.469, -1.549], [0.039, 0.107, 0.079], [-0.704, 3.230, 1.237], [-1.300, 0.666, 0.058], [1.330, -0.439, -0.020], [-0.071, -0.056, -0.048], [-0.169, -0.235, 0.137], [0.404, 0.005, 0.173], [0.004, 0.201, 0.062], [-0.029, -0.168, -0.156], [-0.169, 0.058, -0.149], [0.036, 0.015, 0.013], [-0.062, 0.138, 0.037], [-0.014, 0.029, 0.076], [0.014, 0.001, 0.056], [0.017, 0.019, -0.017], [0.126, 0.022, 0.054], [-0.148, -0.124, -0.043]], "mulliken_charge": [0.136, -1.359, 0.633, -0.317, -0.538, -0.523, -0.485, -0.624, 0.355, 0.316, 0.239, 0.290, 0.261, 0.416, 0.310, 0.420, 0.211, 0.260]}

---

(2)
{"formula": "C34H32Cl2N5O2PSSe2V", "method": "ωB97M-V/def2-TZVPD", "spin_multiplicity": 2, "total_charge": 2, "s2": 0.84, "fmax_ha_per_bohr": 0.0144, "e_above_lowest_ev": 0.213, "homo_lumo_gap_ev": [4.67, 5.80], "e_tot_ha": -9145.5854, "species": ["V", "Se", "P", "Se", "C", "C", "C", "C", "C", "C", "C", "C", "C", "C", "C", "C", "H", "H", "H", "H", "H", "H", "H", "H", "H", "H", "Cl", "C", "C", "C", "C", "C", "Cl", "C", "N", "C", "C", "C", "C", "C", "C", "C", "C", "O", "O", "H", "H", "H", "H", "H", "H", "H", "H", "H", "H", "N", "C", "C", "C", "C", "C", "N", "H", "H", "H", "H", "H", "H", "S", "C", "N", "C", "C", "N", "H", "H", "H", "H", "H", "H"], "xyz": [[-0.08834, 0.72353, 0.62702], [0.51773, 0.67369, 2.95460], [-0.75017, -1.14326, 2.95370], [-1.02827, -1.51981, 0.80304], [0.17283, -2.48410, 3.69326], [1.05999, -2.23495, 4.73909], [1.68140, -3.30061, 5.36886], [1.42029, -4.60052, 4.95663], [0.53670, -4.84556, 3.91414], [-0.09399, -3.78916, 3.27901], [-2.28673, -0.86528, 3.82275], [-2.23112, -0.32260, 5.10736], [-3.40160, -0.17309, 5.83048], [-4.61506, -0.56602, 5.27636], [-4.66545, -1.10506, 3.99882], [-3.49948, -1.25620, 3.26293], [1.27658, -1.22283, 5.05731], [2.37303, -3.11573, 6.17915], [1.91108, -5.42854, 5.44998], [0.33772, -5.85940, 3.59534], [-0.78649, -3.98517, 2.46914], [-1.28486, -0.02375, 5.54346], [-3.36791, 0.24033, 6.82922], [-5.52629, -0.45629, 5.84918], [-5.61136, -1.41368, 3.57490], [-3.53890, -1.67095, 2.26379], [0.36516, 0.49467, -7.19186], [-0.20774, -0.99258, -6.52649], [-0.47673, -2.05762, -7.36755], [-0.95733, -3.24755, -6.84059], [-1.16058, -3.37865, -5.47676], [-0.86648, -2.30454, -4.65568], [-1.10007, -2.48246, -2.92768], [-0.39778, -1.09138, -5.14600], [-0.15554, 0.01299, -4.30345], [1.18014, 0.40676, -4.04850], [2.26903, -0.33225, -4.49525], [3.56413, 0.09158, -4.23570], [3.79481, 1.25853, -3.51973], [2.71013, 2.00149, -3.07815], [1.40754, 1.59565, -3.34484], [0.24952, 2.42320, -2.82073], [-0.10320, 1.86583, -1.49484], [0.00708, 2.48924, -0.38624], [-0.40751, 0.62519, -1.35877], [-0.32017, -1.94333, -8.43076], [-1.17879, -4.07620, -7.49833], [-1.53456, -4.29875, -5.05165], [-0.70759, -0.03265, -3.45883], [2.10406, -1.23923, -5.06406], [4.39638, -0.49088, -4.60858], [4.80324, 1.59870, -3.32918], [2.87465, 2.92665, -2.53649], [-0.61867, 2.35430, -3.48320], [0.53443, 3.46620, -2.69939], [1.75259, -1.29817, -1.30764], [2.52361, -0.35831, -0.71645], [3.92639, -0.40120, -0.87984], [4.71277, 0.54957, -0.30363], [4.11565, 1.57668, 0.44984], [2.76588, 1.54915, 0.59856], [1.95935, 0.58845, 0.06183], [2.21666, -1.91447, -1.95558], [0.80341, -1.07109, -1.56514], [4.34935, -1.18389, -1.49477], [5.78545, 0.52406, -0.44123], [4.69894, 2.36385, 0.90253], [2.26102, 2.31890, 1.16942], [-2.39160, 1.38028, 0.99091], [-2.40442, 3.01971, 1.53593], [-3.40738, 3.47341, 2.27230], [-3.23882, 4.88255, 2.64203], [-1.96086, 5.26844, 1.86500], [-1.51348, 3.97689, 1.32229], [-4.14695, 2.87701, 2.60448], [-3.11016, 4.97713, 3.71888], [-4.10426, 5.46585, 2.33702], [-1.19824, 5.69765, 2.50972], [-2.16801, 5.96342, 1.05286], [-0.80583, 3.87627, 0.61039]], "atomic_forces_ev_per_a": [[-0.350, -0.502, -0.417], [0.018, 0.051, 0.208], [0.196, 0.062, -0.010], [0.101, 0.229, 0.052], [-0.051, -0.030, 0.005], [0.009, -0.001, -0.020], [0.001, -0.002, 0.000], [0.008, 0.002, 0.008], [-0.014, 0.001, -0.008], [-0.006, 0.002, 0.018], [-0.046, -0.031, -0.035], [-0.013, -0.008, -0.008], [0.012, 0.003, -0.002], [-0.003, 0.002, 0.007], [0.001, -0.009, -0.013], [-0.002, 0.021, 0.032], [-0.001, 0.005, -0.005], [0.001, 0.000, 0.001], [0.000, 0.000, 0.001], [0.002, -0.001, 0.001], [0.002, -0.003, 0.000], [0.001, 0.001, 0.004], [-0.001, 0.001, 0.001], [0.001, 0.001, 0.001], [0.001, 0.001, 0.001], [-0.004, -0.001, -0.001], [-0.013, -0.009, -0.027], [-0.037, 0.007, -0.009], [0.006, -0.046, 0.018], [-0.002, 0.019, -0.007], [0.014, 0.047, -0.020], [-0.054, -0.123, 0.063], [-0.013, -0.011, -0.022], [0.021, 0.181, -0.037], [0.226, -0.167, 0.075], [-0.266, 0.167, -0.052], [0.142, -0.028, -0.081], [-0.023, 0.081, -0.016], [-0.131, 0.060, -0.164], [0.054, 0.002, -0.057], [0.101, -0.008, 0.031], [-0.063, 0.161, -0.070], [0.047, -0.566, 0.407], [0.199, 0.263, -0.188], [-0.049, 0.274, -0.112], [0.000, -0.004, -0.001], [0.002, -0.001, -0.003], [-0.001, -0.002, 0.007], [-0.043, 0.026, 0.019], [-0.003, 0.016, 0.013], [0.016, -0.010, -0.007], [0.007, 0.001, 0.002], [-0.004, 0.004, -0.003], [0.051, -0.036, -0.029], [-0.025, 0.015, -0.045], [0.027, -0.031, 0.092], [0.009, -0.076, 0.039], [0.064, -0.072, 0.125], [-0.036, -0.059, 0.082], [0.014, -0.032, -0.065], [-0.078, 0.070, 0.018], [-0.072, 0.002, 0.041], [-0.011, 0.030, -0.014], [0.041, -0.013, 0.029], [-0.013, 0.007, 0.016], [0.005, -0.003, 0.004], [-0.002, 0.003, 0.013], [0.009, 0.000, 0.004], [0.066, -0.015, 0.008], [0.033, 0.090, 0.031], [-0.022, -0.028, -0.030], [0.003, 0.036, -0.009], [-0.032, -0.029, 0.010], [-0.068, 0.023, 0.059], [0.008, -0.002, 0.016], [0.004, -0.010, 0.002], [0.002, 0.008, 0.007], [-0.001, 0.007, 0.001], [-0.008, -0.003, -0.004], [0.034, -0.011, 0.019]], "lowdin_spin": [1.261, -0.092, 0.006, -0.105, -0.001, -0.001, 0.000, -0.001, 0.000, -0.002, 0.001, -0.001, 0.000, 0.000, 0.000, -0.001, -0.001, 0.000, 0.000, 0.000, -0.002, -0.001, 0.000, 0.000, 0.000, 0.000, 0.000, 0.000, 0.000, 0.000, 0.000, 0.000, 0.000, 0.000, 0.000, 0.000, 0.000, 0.000, 0.000, 0.000, 0.000, 0.000, 0.007, 0.003, -0.008, 0.000, 0.000, 0.000, 0.000, 0.000, 0.000, 0.000, 0.000, 0.000, 0.000, 0.000, 0.001, -0.002, 0.002, -0.002, 0.003, -0.009, 0.000, 0.000, 0.000, 0.000, 0.000, 0.001, -0.049, -0.005, -0.003, -0.001, 0.000, 0.001, 0.000, 0.000, 0.000, 0.000, 0.000, 0.000]}

---

(3)
{"formula": "C4H8O2", "method": "ωB97M-V/def2-TZVPD", "total_charge": 0, "fmax_ha_per_bohr": 0.0270, "e_above_lowest_ev": 1.952, "homo_lumo_gap_ev": 10.00, "e_tot_ha": -307.6407, "species": ["C", "C", "C", "O", "C", "O", "H", "H", "H", "H", "H", "H", "H", "H"], "xyz": [[-0.71097, -1.97410, -0.48734], [-0.84078, 1.34230, -0.69676], [0.16460, 1.67267, 0.10501], [0.05207, 1.64390, 1.46276], [2.31008, -0.69570, 0.52281], [2.33319, -0.17907, 1.53592], [-1.57243, -1.76461, -1.12480], [-0.91913, -1.63122, 0.52827], [-0.51003, -3.04677, -0.48036], [-1.78264, 0.99448, -0.28687], [-0.73333, 1.40044, -1.77335], [1.12103, 2.01673, -0.28938], [0.93234, 1.65644, 1.85471], [0.15602, -1.43551, -0.87060]], "atomic_forces_ev_per_a": [[0.002, -0.021, -0.008], [0.107, 0.040, 0.160], [-0.149, 0.083, -0.434], [0.076, -0.007, 0.069], [0.137, 0.588, 1.233], [0.040, -0.677, -1.214], [0.088, -0.042, 0.088], [0.006, -0.038, -0.105], [-0.027, 0.092, -0.004], [0.076, 0.057, -0.041], [0.050, 0.039, 0.175], [-0.116, -0.057, 0.079], [-0.160, 0.051, -0.005], [-0.130, -0.109, 0.006]], "mulliken_charge": [-0.983, -0.802, 0.041, -0.505, 0.150, -0.170, 0.275, 0.251, 0.304, 0.273, 0.271, 0.379, 0.347, 0.169]}